Here is C22H28ClN11O2PPrS2 as an isolated structure from OMol25. Energies are from the ωB97M-V functional and the def2-TZVPD basis.

The geometry in ORCA input format:
```
! RIJCOSX wB97M-V def2-TZVPD def2/J DEFGRID3
* xyz 2 3
Pr -0.278 0.794 1.029
C -4.831 -2.058 2.627
S -4.096 -1.134 3.971
C -3.122 0.012 3.154
S -3.300 0.500 1.511
N -2.182 0.507 3.994
N -1.107 1.044 3.312
C -0.362 1.688 4.191
C 0.770 2.457 3.844
C 1.549 3.210 4.779
C 2.611 3.947 4.283
C 3.038 3.772 2.939
C 2.288 2.954 2.112
N 1.195 2.336 2.564
H -4.863 -3.088 2.922
H -4.258 -1.919 1.704
H -5.855 -1.757 2.514
H -0.757 1.669 5.227
H 1.261 3.266 5.813
H 3.153 4.609 4.938
H 3.964 4.279 2.592
H 2.557 2.689 1.069
Cl 5.045 -4.935 1.822
C 4.132 -3.494 1.419
C 4.737 -2.275 1.065
C 3.962 -1.129 0.984
C 2.552 -1.138 1.063
O 1.928 -0.022 0.709
C 1.902 -2.400 1.377
C 0.508 -2.435 1.599
O -0.254 -1.378 1.567
C 2.729 -3.561 1.538
H 5.787 -2.265 0.759
H 4.445 -0.186 0.801
H 0.025 -3.402 1.807
H 2.268 -4.521 1.706
N -2.510 4.611 1.593
N -1.417 4.470 0.665
N -1.086 5.452 -0.188
C -0.179 4.849 -0.978
N 0.061 3.590 -0.661
N -0.774 3.276 0.298
H -2.424 5.587 1.862
H -2.288 3.981 2.388
H 0.274 5.367 -1.822
C -1.995 -1.837 -5.036
N -1.619 -2.810 -3.906
C -0.131 -3.183 -3.987
N 0.703 -2.052 -4.158
C 0.312 -1.219 -5.304
N -1.055 -0.725 -5.124
C -1.259 0.290 -4.135
P -0.729 -0.548 -2.572
C -1.859 -2.082 -2.621
C 0.998 -1.248 -2.951
H -3.006 -1.470 -4.923
H -1.940 -2.413 -5.959
H -2.199 -3.676 -4.042
H -0.030 -3.831 -4.863
H 0.174 -3.696 -3.083
H 0.347 -1.811 -6.242
H 1.004 -0.359 -5.406
H -2.325 0.595 -4.094
H -0.666 1.196 -4.399
H -2.890 -1.749 -2.570
H -1.665 -2.843 -1.859
H 1.296 -1.874 -2.096
H 1.736 -0.477 -3.131
*
```

Properties
- energy relative to the best compared isomer or geometry (same formula, charge and spin) (kJ/mol) = 98.0
- HOMO-LUMO gap (spin up / spin down) (Eh) = 0.233 / 0.233
- E_LUMO (spin up / spin down) (eV) = -5.64 / -5.63


Here is one molecule with the formula C22H28ClN3O4S from OMol25. Energies are from the ωB97M-V functional and the def2-TZVPD basis.

The geometry in ORCA input format:
```
! RIJCOSX wB97M-V def2-TZVPD def2/J DEFGRID3
* xyz 0 1
C 0.941 3.902 1.541
C 0.049 4.205 0.348
O -1.219 3.632 0.567
C -2.132 3.886 -0.477
C -3.404 3.075 -0.237
C -3.215 1.605 -0.625
N -2.119 1.013 0.096
C -0.941 0.746 -0.469
O -0.704 0.900 -1.657
C 0.053 0.123 0.524
C 1.518 0.439 0.341
C 2.038 1.089 -0.769
C 3.401 1.305 -0.884
C 4.249 0.860 0.115
Cl 5.956 1.091 -0.043
C 3.748 0.226 1.241
C 2.386 0.028 1.349
N -0.160 -1.326 0.466
C 0.301 -1.982 -0.742
C 1.755 -2.333 -0.682
C 2.738 -1.984 -1.553
C 4.013 -2.467 -1.181
C 3.983 -3.180 -0.029
S 2.395 -3.285 0.621
C -0.892 -1.889 1.452
O -1.254 -1.265 2.431
C -1.138 -3.398 1.368
N -2.050 -3.770 0.301
C -2.985 -2.928 -0.209
C -3.941 -3.605 -1.168
O -3.018 -1.747 0.052
H 1.917 4.355 1.396
H 1.063 2.828 1.650
H 0.491 4.297 2.447
H -0.052 5.295 0.215
H 0.490 3.791 -0.573
H -2.366 4.963 -0.509
H -1.686 3.607 -1.443
H -3.657 3.148 0.822
H -4.219 3.498 -0.824
H -2.975 1.529 -1.689
H -4.125 1.036 -0.420
H -2.265 0.799 1.070
H -0.239 0.420 1.538
H 1.378 1.411 -1.557
H 3.803 1.806 -1.750
H 4.417 -0.109 2.018
H 1.987 -0.468 2.223
H 0.146 -1.295 -1.581
H -0.299 -2.876 -0.927
H 2.559 -1.391 -2.431
H 4.909 -2.281 -1.744
H 4.792 -3.657 0.487
H -1.554 -3.689 2.340
H -0.186 -3.917 1.222
H -2.147 -4.759 0.130
H -4.576 -4.302 -0.625
H -3.393 -4.151 -1.932
H -4.565 -2.852 -1.640
*
```

Properties
- SMILES = CCOCCCNC(=O)[C@H](c1ccc(Cl)cc1)N(Cc1cccs1)C(=O)CNC(C)=O
- energy relative to the best compared isomer or geometry (same formula, charge and spin) (kJ/mol) = 20.8
- HOMO-LUMO gap (Eh) = 0.324
- E_LUMO (eV) = 0.39


Here is a 3-piece molecular cluster, C22H28F2NO7 overall from OMol25. Energies are from the ωB97M-V functional and the def2-TZVPD basis.

The geometry in ORCA input format:
```
! RIJCOSX wB97M-V def2-TZVPD def2/J DEFGRID3
* xyz 1 1
C -2.062 -1.222 -5.384
O -0.834 -1.193 -4.696
C -0.840 -0.282 -3.611
C 0.566 0.189 -3.225
C 1.424 -0.886 -2.492
C 1.313 -0.829 -0.913
C 0.349 -1.958 -0.470
C 0.128 -2.072 1.078
C 0.384 -0.791 1.865
C 1.488 -0.740 2.692
C 1.793 0.400 3.500
C 1.006 1.532 3.502
C -0.142 1.526 2.658
C -1.017 2.673 2.652
C -2.130 2.615 1.860
N -2.372 1.526 1.078
C -1.601 0.453 1.043
C -0.447 0.379 1.851
H -2.852 -1.809 -4.871
H -1.877 -1.727 -6.349
H -2.480 -0.218 -5.599
H -1.465 0.588 -3.906
H -1.338 -0.713 -2.710
H 1.109 0.521 -4.129
H 0.465 1.075 -2.569
H 1.010 -1.868 -2.800
H 2.472 -0.890 -2.830
H 0.970 0.186 -0.648
H 2.348 -0.981 -0.554
H -0.606 -1.865 -1.011
H 0.820 -2.907 -0.786
H 0.726 -2.877 1.536
H -0.927 -2.374 1.243
H 2.162 -1.602 2.736
H 2.664 0.386 4.167
H 1.241 2.383 4.150
H -0.807 3.545 3.278
H -2.823 3.462 1.868
H -3.212 1.532 0.486
H -1.856 -0.385 0.388
C 6.497 -1.573 5.063
C 5.088 -1.649 4.541
O 4.471 -0.521 5.138
C 5.468 0.404 5.317
O 5.275 1.550 5.542
O 6.692 -0.163 5.196
F 4.459 -2.770 4.971
H 6.605 -2.049 6.039
H 7.223 -2.006 4.378
H 5.005 -1.579 3.453
C -4.839 1.088 -4.230
C -5.380 2.363 -3.646
O -5.461 2.053 -2.259
C -4.493 1.140 -2.021
O -4.099 0.855 -0.926
O -4.024 0.595 -3.157
F -6.617 2.632 -4.108
H -5.625 0.363 -4.451
H -4.250 1.253 -5.129
H -4.739 3.235 -3.788
*
```

Properties
- HOMO-LUMO gap (Eh) = 0.305
- E_LUMO (eV) = -3.76


Here is C22H28N11O4S3Ti as an isolated structure from OMol25. Energies are from the ωB97M-V functional and the def2-TZVPD basis.

The geometry in ORCA input format:
```
! RIJCOSX wB97M-V def2-TZVPD def2/J DEFGRID3
* xyz -1 1
Ti -0.453 0.161 -0.209
C 1.996 5.352 3.316
C 2.371 4.889 1.912
N 1.338 4.117 1.258
C 1.000 2.823 1.653
S 2.227 1.817 2.336
N -0.254 2.547 1.415
N -0.627 1.204 1.493
C -1.572 0.865 2.400
C -2.007 1.783 3.499
C -2.135 -0.367 2.135
C -3.073 -1.056 2.963
C -3.527 -2.286 2.624
C -3.049 -2.884 1.413
C -2.177 -2.196 0.635
N -1.701 -0.947 0.934
H 2.807 5.924 3.775
H 1.103 5.983 3.297
H 1.791 4.482 3.942
H 2.595 5.750 1.274
H 3.265 4.270 1.957
H 0.507 4.630 0.995
H -1.308 2.613 3.580
H -3.000 2.197 3.301
H -2.044 1.270 4.464
H -3.407 -0.568 3.870
H -4.237 -2.810 3.252
H -3.383 -3.863 1.097
H -1.818 -2.604 -0.301
N 2.815 -2.657 1.084
C 2.269 -2.184 2.259
C 1.319 -1.295 1.889
N 1.273 -1.206 0.511
C 2.175 -2.051 0.053
C 2.428 -2.426 -1.330
N 1.995 -1.803 -2.397
C 2.352 -2.589 -3.457
C 3.046 -3.688 -3.035
N 3.095 -3.566 -1.657
H 3.626 -3.243 1.012
H 2.618 -2.499 3.225
H 0.682 -0.680 2.499
H 1.098 -1.937 -4.699
H 3.469 -4.524 -3.561
H 3.358 -4.304 -1.031
O 2.018 -2.285 -4.718
S -0.584 -0.475 -3.073
O -0.617 -1.456 -4.168
O -0.736 -1.197 -1.741
O -2.108 0.203 -3.213
S 3.400 2.608 -1.628
C 1.970 3.313 -2.262
C 0.894 2.605 -1.856
N 1.186 1.507 -1.078
C 2.469 1.401 -0.876
H 1.984 4.204 -2.865
H -0.144 2.818 -2.055
H 2.904 0.636 -0.255
C -3.760 3.109 -1.836
N -3.367 2.012 -2.685
C -3.801 2.095 -4.057
C -2.353 1.177 -2.237
N -1.788 1.250 -1.121
H -4.852 3.177 -1.788
H -3.377 4.065 -2.217
H -3.355 2.942 -0.841
H -4.891 2.200 -4.091
H -3.521 1.203 -4.604
H -3.370 2.971 -4.565
*
```

Properties
- energy relative to the best compared isomer or geometry (same formula, charge and spin) (kJ/mol) = 66.5
- HOMO-LUMO gap (spin up / spin down) (Eh) = 0.167 / 0.167
- E_LUMO (spin up / spin down) (eV) = 2.12 / 2.12


Here is one molecule with the formula C22H28N2O2 from OMol25. Energies are from the ωB97M-V functional and the def2-TZVPD basis.

The geometry in ORCA input format:
```
! RIJCOSX wB97M-V def2-TZVPD def2/J DEFGRID3
* xyz 0 1
O 2.494 2.538 0.556
C 1.726 1.592 0.594
C 2.069 0.354 1.401
C 2.297 -0.882 0.506
N 1.106 -1.586 0.099
C 0.485 -2.403 1.124
C 0.767 -3.894 0.852
C 0.124 -4.312 -0.437
C 0.779 -4.110 -1.645
C 0.167 -4.441 -2.841
C -1.109 -4.981 -2.844
C -1.769 -5.186 -1.645
C -1.156 -4.850 -0.450
C 0.211 -0.798 -0.710
C -0.359 0.453 -0.008
N 0.547 1.581 -0.073
C 0.209 2.694 -0.953
C 1.230 2.813 -2.097
O 1.235 1.673 -2.922
C 0.070 4.012 -0.167
C -0.924 3.829 0.944
C -2.287 3.935 0.698
C -3.206 3.703 1.706
C -2.772 3.355 2.974
C -1.415 3.248 3.229
C -0.498 3.484 2.220
H 1.292 0.150 2.140
H 2.994 0.584 1.932
H 2.934 -1.593 1.039
H 2.829 -0.568 -0.398
H 0.866 -2.151 2.121
H -0.598 -2.249 1.133
H 1.846 -4.038 0.795
H 0.376 -4.485 1.682
H 1.770 -3.683 -1.643
H 0.686 -4.278 -3.774
H -1.586 -5.243 -3.777
H -2.763 -5.608 -1.640
H -1.678 -5.011 0.484
H -0.609 -1.445 -1.031
H 0.759 -0.471 -1.600
H -1.297 0.742 -0.483
H -0.588 0.222 1.038
H -0.768 2.459 -1.396
H 2.235 2.893 -1.684
H 1.012 3.718 -2.680
H 0.378 1.596 -3.358
H 1.046 4.283 0.233
H -0.263 4.790 -0.855
H -2.632 4.209 -0.290
H -4.263 3.795 1.503
H -3.489 3.173 3.761
H -1.071 2.982 4.218
H 0.561 3.405 2.420
*
```

Properties
- SMILES = O=C1CCN(CCc2ccccc2)CCN1[C@H](CO)Cc1ccccc1
- energy relative to the best compared isomer or geometry (same formula, charge and spin) (kJ/mol) = 165.7
- HOMO-LUMO gap (Eh) = 0.323
- E_LUMO (eV) = 0.64


Here is one molecule with the formula C22H28N2O5S from OMol25. Energies are from the ωB97M-V functional and the def2-TZVPD basis.

The geometry in ORCA input format:
```
! RIJCOSX wB97M-V def2-TZVPD def2/J DEFGRID3
* xyz 0 1
C 0.896 -3.035 -2.285
O 2.035 -2.033 -2.080
C 2.413 -2.132 -0.808
C 1.844 -2.870 0.167
C 2.452 -2.755 1.393
C 3.412 -2.008 1.913
C 3.914 -1.171 0.758
C 5.080 -0.242 0.809
O 4.632 1.345 0.708
C 3.653 1.726 1.465
C 2.582 2.602 0.991
N 1.817 1.715 0.043
C 0.702 0.969 0.633
C -0.781 1.537 0.560
N -1.213 1.102 -0.789
S -1.726 -0.348 -1.233
O -0.863 -1.370 -0.159
O -1.899 -1.087 -2.361
C -3.282 -0.113 -0.258
C -4.349 0.421 -0.802
C -5.472 0.633 -0.264
C -5.788 0.273 0.877
C -7.108 0.591 1.571
C -4.859 -0.597 1.473
C -3.556 -0.752 1.045
C -0.475 1.657 -2.083
C 0.984 1.216 -2.109
C 1.867 1.981 -1.271
O 2.773 2.951 -1.904
C 3.418 -1.371 -0.699
H 1.327 -4.078 -2.226
H 0.601 -2.931 -3.492
H -0.133 -2.832 -1.726
H 1.125 -3.634 0.104
H 2.050 -3.194 2.342
H 3.840 -1.707 2.627
H 5.531 -0.225 2.040
H 5.986 -0.284 0.323
H 3.169 0.952 2.032
H 4.359 2.399 2.269
H 1.927 3.254 1.649
H 3.228 3.381 0.181
H 0.913 0.895 1.709
H 0.807 0.036 0.201
H -1.154 0.965 1.056
H -0.624 2.447 0.425
H -3.946 0.760 -1.732
H -6.373 1.368 -0.770
H -7.120 0.160 2.422
H -7.887 -0.228 1.310
H -7.481 1.465 1.416
H -5.077 -1.041 2.581
H -2.845 -1.493 1.504
H -0.867 0.953 -2.946
H -0.561 2.723 -2.277
H 1.091 0.108 -2.077
H 1.231 1.423 -3.097
H 3.780 -0.473 -1.146
*
```

Properties
- SMILES = COc1cccc(COCCN2CCN(S(=O)(=O)c3ccc(C)cc3)CCC2=O)c1
- energy relative to the best compared isomer or geometry (same formula, charge and spin) (kJ/mol) = 2351.6
- HOMO-LUMO gap (Eh) = 0.322
- E_LUMO (eV) = 0.11


Here is one molecule with the formula C22H28N4O from OMol25. Energies are from the ωB97M-V functional and the def2-TZVPD basis.

The geometry in ORCA input format:
```
! RIJCOSX wB97M-V def2-TZVPD def2/J DEFGRID3
* xyz 0 1
C 5.962 0.411 1.008
N 4.885 -0.554 1.032
C 4.052 -0.400 2.204
C 4.145 -0.650 -0.209
C 3.331 0.588 -0.622
C 2.651 0.398 -1.981
N 1.677 -0.666 -1.976
C 0.428 -0.495 -1.491
N 0.041 0.738 -1.195
C -1.191 0.974 -0.753
C -1.495 2.389 -0.489
C -2.702 2.961 -0.881
C -2.953 4.298 -0.631
C -2.005 5.077 0.012
C -0.794 4.519 0.388
C -0.537 3.186 0.133
C -2.114 -0.056 -0.554
C -1.733 -1.359 -0.869
C -0.450 -1.606 -1.348
C -0.001 -2.898 -1.659
N 0.411 -3.943 -1.908
C -2.755 -2.420 -0.633
C -3.348 -2.268 0.784
C -4.657 -3.059 0.884
C -2.338 -2.781 1.816
O -3.621 -0.903 1.112
C -3.465 0.058 0.089
H 6.593 0.246 1.882
H 6.563 0.256 0.114
H 5.618 1.456 1.028
H 3.599 0.599 2.292
H 3.258 -1.145 2.181
H 4.663 -0.574 3.090
H 3.472 -1.508 -0.110
H 4.868 -0.880 -0.999
H 2.560 0.791 0.123
H 3.988 1.457 -0.685
H 2.121 1.315 -2.249
H 3.396 0.171 -2.747
H 2.007 -1.613 -2.085
H -3.432 2.366 -1.409
H -3.891 4.734 -0.942
H -2.207 6.119 0.211
H -0.049 5.128 0.879
H 0.405 2.742 0.416
H -2.330 -3.417 -0.750
H -3.558 -2.302 -1.368
H -4.487 -4.105 0.644
H -5.051 -2.983 1.894
H -5.396 -2.653 0.197
H -1.393 -2.252 1.711
H -2.164 -3.846 1.685
H -2.722 -2.601 2.816
H -4.259 -0.059 -0.670
H -3.597 1.020 0.588
*
```

Properties
- SMILES = CN(C)CCCNc1nc(-c2ccccc2)c2c(c1C#N)CC(C)(C)OC2
- energy relative to the best compared isomer or geometry (same formula, charge and spin) (kJ/mol) = 171.4
- HOMO-LUMO gap (Eh) = 0.306
- E_LUMO (eV) = 0.10


Here is an isolated ion of composition C22H28NO5 and charge +1 from OMol25. Energies are from the ωB97M-V functional and the def2-TZVPD basis.

The geometry in ORCA input format:
```
! RIJCOSX wB97M-V def2-TZVPD def2/J DEFGRID3
* xyz 1 1
C -1.949 -5.105 -2.056
O -1.317 -3.857 -1.857
C -2.052 -2.823 -1.389
C -3.385 -2.884 -0.993
C -4.027 -1.761 -0.502
C -3.362 -0.546 -0.385
O -3.902 0.602 0.117
C -5.267 0.599 0.486
C -2.025 -0.475 -0.799
C -1.263 0.825 -0.699
N -0.103 0.580 0.214
C 1.106 1.434 0.037
C 2.129 1.048 1.080
C 2.754 2.034 1.834
C 3.733 1.704 2.769
O 4.396 2.583 3.542
C 4.132 3.962 3.410
C 4.066 0.358 2.936
C 3.449 -0.626 2.195
C 2.477 -0.297 1.258
O 1.807 -1.221 0.477
C 2.157 -2.590 0.579
C 1.655 1.192 -1.370
C 0.605 0.924 -2.432
O 0.895 0.451 -3.494
C -0.814 1.333 -2.082
C -0.927 2.857 -2.215
C -1.388 -1.601 -1.293
H -2.308 -5.526 -1.112
H -2.778 -5.023 -2.763
H -1.183 -5.756 -2.473
H -3.941 -3.804 -1.064
H -5.060 -1.848 -0.207
H -5.458 -0.101 1.304
H -5.908 0.358 -0.365
H -5.479 1.612 0.822
H -1.910 1.579 -0.241
H -0.425 0.640 1.184
H 0.248 -0.393 0.077
H 0.808 2.477 0.174
H 2.473 3.062 1.673
H 4.795 4.455 4.119
H 3.094 4.197 3.665
H 4.356 4.318 2.400
H 4.824 0.105 3.659
H 3.735 -1.653 2.350
H 1.955 -2.977 1.580
H 1.525 -3.105 -0.144
H 3.205 -2.750 0.323
H 2.242 2.054 -1.694
H 2.339 0.341 -1.370
H -1.472 0.888 -2.834
H -0.291 3.382 -1.508
H -0.640 3.157 -3.220
H -1.957 3.164 -2.054
H -0.370 -1.554 -1.649
*
```

Properties
- SMILES = COc1ccc(OC)c([C@H]2[NH2+][C@@H](c3cc(OC)ccc3OC)CC(=O)[C@@H]2C)c1
- HOMO-LUMO gap (Eh) = 0.315
- E_LUMO (eV) = -2.36